[1]
The following is a quantum chemistry calculation of a molecular structure, C21H27MnN5O3PSTe in a non-equilibrium geometry, from the OMol25 dataset.

```
! wB97M-V def2-TZVPD RIJCOSX def2/J DEFGRID3
* xyz -1 2
Mn 0.138 0.010 -0.483
C 0.891 0.488 5.254
C -0.268 -0.389 4.799
N 0.092 -1.320 3.747
C 0.252 -0.973 2.438
S -0.324 0.508 1.869
N 0.901 -1.928 1.757
N 1.061 -1.594 0.452
C 1.689 -2.430 -0.289
C 2.252 -3.746 0.144
C 1.854 -1.983 -1.691
C 2.630 -2.682 -2.608
C 2.772 -2.171 -3.891
C 2.145 -0.984 -4.217
C 1.384 -0.353 -3.243
N 1.243 -0.850 -2.016
H 0.558 1.203 6.010
H 1.295 1.047 4.409
H 1.694 -0.113 5.688
H -1.086 0.226 4.430
H -0.652 -0.978 5.635
H 0.680 -2.097 4.008
H 1.891 -3.980 1.140
H 3.346 -3.724 0.167
H 1.953 -4.540 -0.545
H 3.116 -3.601 -2.316
H 3.372 -2.699 -4.622
H 2.234 -0.543 -5.200
H 0.860 0.573 -3.431
C -3.338 2.400 1.258
C -4.062 1.411 0.381
O -3.353 0.158 0.292
P -2.473 -0.299 -0.954
O -1.447 -1.338 -0.570
Te -1.526 1.536 -2.083
O -3.549 -1.093 -1.856
C -4.779 -0.459 -2.195
C -5.582 -1.415 -3.043
H -3.932 3.316 1.327
H -2.366 2.647 0.832
H -3.182 1.995 2.257
H -4.215 1.825 -0.615
H -5.038 1.160 0.800
H -4.572 0.466 -2.744
H -5.322 -0.199 -1.283
H -5.050 -1.646 -3.967
H -6.549 -0.976 -3.299
H -5.753 -2.347 -2.503
N 5.694 4.965 0.610
C 4.851 4.202 0.421
C 3.789 3.251 0.182
C 4.064 1.890 0.080
C 3.029 0.994 -0.151
C 1.684 1.373 -0.285
C 1.463 2.759 -0.174
C 2.468 3.685 0.053
H 5.087 1.545 0.182
H 3.296 -0.059 -0.219
H 0.446 3.131 -0.259
H 2.244 4.743 0.132
*
```

Its energy relative to the best compared isomer or geometry (same formula, charge and spin) is 14.6 kJ/mol. The expectation value of S² is 0.78. As for the HOMO energy (spin up / spin down): -4.3 / -4.0 eV.

Atomic partial charges in e from the Mulliken method, atoms 1 to 2: -0.7435, -0.9155

[2]
The following is a quantum chemistry calculation of a molecular structure, C21H27MoNO2P2 in a non-equilibrium geometry, from the OMol25 dataset.

```
! wB97M-V def2-TZVPD RIJCOSX def2/J DEFGRID3
* xyz 2 3
C -1.573 3.353 -3.804
C -1.439 2.031 -3.429
C -0.160 1.417 -3.518
C 1.029 2.205 -3.701
C 0.815 3.560 -4.154
C -0.449 4.134 -4.176
C 2.312 1.637 -3.392
C 2.421 0.231 -3.669
C 1.247 -0.604 -3.508
C 1.371 -2.014 -3.421
C 2.589 -2.616 -3.731
C 3.718 -1.826 -4.050
C 3.623 -0.460 -4.068
H -2.582 3.821 -3.851
H 1.666 4.135 -4.511
H -0.593 5.193 -4.460
H 3.195 2.253 -3.740
H 2.695 -3.711 -3.753
H 4.690 -2.327 -4.280
H 4.475 0.166 -4.392
N -0.104 -0.041 -3.462
Mo 0.359 0.201 -1.414
C -2.510 1.223 -2.795
H -2.662 0.252 -3.287
H -3.476 1.736 -2.749
C 0.197 -2.741 -2.872
H -0.728 -2.511 -3.402
H 0.333 -3.829 -2.863
P -1.853 0.807 -1.035
P -0.016 -2.069 -1.123
C 1.319 -3.009 -0.286
H 1.301 -2.794 0.789
H 1.239 -4.102 -0.401
H 2.298 -2.706 -0.671
C -1.485 -3.045 -0.591
H -1.338 -4.133 -0.646
H -1.728 -2.800 0.457
H -2.364 -2.799 -1.201
C -2.073 2.491 -0.298
H -3.082 2.923 -0.431
H -1.872 2.427 0.783
H -1.333 3.185 -0.736
C -3.370 -0.005 -0.364
H -3.244 -0.174 0.721
H -4.296 0.585 -0.498
H -3.534 -0.991 -0.834
C 0.724 0.214 0.887
O 1.557 1.108 1.158
H 1.848 1.493 -2.252
C 0.180 -0.281 3.154
O 0.096 -0.630 1.765
H -0.492 0.567 3.325
H 1.203 0.017 3.435
H -0.141 -1.152 3.750
*
```

Its energy relative to the best compared isomer or geometry (same formula, charge and spin) is 127.5 kJ/mol. The expectation value of S² is 2.24. As for the HOMO energy (spin up / spin down): -14.7 / -14.7 eV.

Atomic partial charges in e from the Mulliken method, atoms 1 to 2: -0.6641, 0.1630

[3]
The following is a quantum chemistry calculation of a molecular structure, C21H27N2O2P2STi, from the OMol25 dataset.

```
! wB97M-V def2-TZVPD RIJCOSX def2/J DEFGRID3
* xyz 2 2
Ti 0.638 -0.241 -0.582
C 3.412 -2.448 -1.616
P 3.129 -0.736 -1.086
C 4.267 0.270 -2.084
C 3.760 -0.712 0.651
C 3.105 0.316 1.585
P 1.309 0.038 1.819
C 0.730 1.426 2.817
C 1.182 -1.426 2.876
H 4.463 -2.714 -1.492
H 3.142 -2.556 -2.666
H 2.794 -3.124 -1.027
H 5.255 0.277 -1.625
H 3.919 1.293 -2.205
H 4.345 -0.179 -3.074
H 4.838 -0.549 0.610
H 3.620 -1.724 1.037
H 3.234 1.334 1.209
H 3.578 0.292 2.571
H 1.305 1.474 3.743
H -0.324 1.299 3.065
H 0.845 2.364 2.274
H 1.702 -1.251 3.819
H 1.613 -2.294 2.379
H 0.137 -1.651 3.083
O -1.830 -2.290 -2.292
S -1.490 -1.767 -1.018
O -0.098 -2.123 -0.502
N -1.238 -0.184 -0.945
C -1.860 1.034 -1.323
C -3.162 1.264 -1.628
C -3.591 2.587 -1.928
C -2.717 3.629 -1.906
C -1.349 3.404 -1.585
C -0.377 4.423 -1.560
C 0.927 4.129 -1.248
C 1.260 2.809 -0.947
N 0.387 1.808 -0.961
C -0.924 2.102 -1.296
C -2.673 -2.257 0.142
C -2.698 -1.726 1.432
C -3.669 -2.171 2.307
C -4.594 -3.128 1.892
C -4.561 -3.642 0.606
C -3.594 -3.206 -0.290
H -3.874 0.448 -1.651
H -4.630 2.756 -2.176
H -3.046 4.635 -2.134
H -0.671 5.441 -1.788
H 1.693 4.892 -1.227
H 2.281 2.553 -0.688
H -1.988 -0.971 1.742
H -3.718 -1.775 3.312
H -5.352 -3.472 2.583
H -5.286 -4.382 0.294
H -3.552 -3.594 -1.298
*
```

Its energy relative to the best compared isomer or geometry (same formula, charge and spin) is 14.6 kJ/mol. The expectation value of S² is 0.75. As for the HOMO energy (spin up / spin down): -14.4 / -14.5 eV.

Atomic partial charges in e from the Mulliken method, atoms 1 to 2: -0.1183, -1.3595

[4]
The following is a quantum chemistry calculation of a gas-phase ion, C21H27N2O5S2 (charge +1) in a non-equilibrium geometry, from the OMol25 dataset.

```
! wB97M-V def2-TZVPD RIJCOSX def2/J DEFGRID3
* xyz 1 1
C 7.159 -1.136 2.078
C 5.653 -1.379 2.092
C 4.904 -0.050 2.138
N 3.431 -0.218 2.062
C 2.825 -0.674 3.341
C 1.412 -1.193 3.101
C 0.655 -0.245 2.224
C 1.270 0.765 1.555
S 0.181 1.683 0.545
C -1.119 0.687 1.063
N -2.365 0.910 0.547
C -2.493 1.726 -0.538
O -1.596 2.486 -0.844
C -3.820 1.657 -1.261
C -4.129 0.251 -1.745
S -2.673 -0.465 -2.616
O -3.014 -1.816 -2.958
O -1.531 -0.272 -1.750
C -2.493 0.522 -4.095
C -1.715 1.664 -4.069
C -1.623 2.433 -5.219
C -2.303 2.051 -6.365
C -3.076 0.899 -6.375
C -3.174 0.126 -5.230
C -0.744 -0.303 1.950
C -1.602 -1.351 2.505
O -1.202 -2.241 3.215
O -2.896 -1.227 2.140
C -3.777 -2.244 2.614
C 2.741 1.019 1.609
H 7.472 -0.603 2.972
H 7.449 -0.554 1.208
H 7.688 -2.084 2.045
H 5.404 -1.995 2.957
H 5.370 -1.927 1.191
H 5.140 0.492 3.056
H 5.221 0.562 1.290
H 3.227 -0.945 1.365
H 3.446 -1.459 3.774
H 2.809 0.179 4.022
H 0.893 -1.317 4.052
H 1.428 -2.182 2.635
H -3.076 0.237 0.809
H -3.765 2.344 -2.107
H -4.606 2.007 -0.586
H -4.348 -0.446 -0.940
H -4.950 0.238 -2.457
H -1.191 1.934 -3.166
H -1.020 3.327 -5.218
H -2.227 2.652 -7.258
H -3.597 0.602 -7.272
H -3.752 -0.784 -5.203
H -3.563 -2.469 3.659
H -4.785 -1.853 2.505
H -3.652 -3.151 2.021
H 3.109 1.305 0.621
H 2.989 1.823 2.310
*
```

Its energy relative to the best compared isomer or geometry (same formula, charge and spin) is 0.0 kJ/mol. The SMILES is CCC[N@H+]1CCc2c(sc(NC(=O)CCS(=O)(=O)c3ccccc3)c2C(=O)OC)C1. As for the HOMO energy: -11.1 eV.

Atomic partial charges in e from the Mulliken method, atoms 1 to 2: -1.4087, -0.1347

[5]
The following is a quantum chemistry calculation of a single C21H27N3O2S molecule in a non-equilibrium geometry, from the OMol25 dataset.

```
! wB97M-V def2-TZVPD RIJCOSX def2/J DEFGRID3
* xyz 0 1
C 5.882 0.194 -2.184
O 5.151 -0.639 -1.318
C 5.226 -0.278 0.046
C 4.276 0.873 0.401
N 2.915 0.518 0.074
C 2.043 0.056 1.009
S 2.352 0.276 2.630
N 0.902 -0.520 0.571
C 0.486 -0.468 -0.815
C 0.105 0.956 -1.266
C -0.954 1.516 -0.374
C -0.796 2.423 0.641
C 0.413 3.146 1.114
N -2.001 2.603 1.275
C -2.950 1.813 0.691
C -4.294 1.634 0.985
C -5.002 0.736 0.217
C -4.406 0.024 -0.835
C -5.241 -0.937 -1.631
C -3.071 0.212 -1.127
C -2.324 1.108 -0.363
C -0.091 -0.976 1.533
C -0.694 -2.279 1.139
C -1.973 -2.601 0.786
C -1.971 -3.992 0.519
C -0.693 -4.408 0.726
O 0.086 -3.382 1.101
H 5.803 -0.252 -3.174
H 6.937 0.240 -1.890
H 5.480 1.213 -2.216
H 4.926 -1.172 0.600
H 6.255 -0.015 0.323
H 4.542 1.776 -0.157
H 4.331 1.083 1.471
H 2.833 0.134 -0.858
H -0.391 -1.111 -0.904
H 1.265 -0.881 -1.466
H 0.984 1.601 -1.245
H -0.261 0.900 -2.293
H 1.124 3.282 0.302
H 0.912 2.583 1.905
H 0.144 4.123 1.511
H -2.149 3.216 2.059
H -4.766 2.175 1.792
H -6.049 0.570 0.425
H -5.988 -0.397 -2.213
H -5.768 -1.625 -0.971
H -4.624 -1.514 -2.315
H -2.609 -0.332 -1.939
H -0.894 -0.238 1.633
H 0.423 -1.072 2.495
H -2.805 -1.929 0.723
H -2.804 -4.591 0.216
H -0.229 -5.371 0.643
*
```

Its energy relative to the best compared isomer or geometry (same formula, charge and spin) is 190.7 kJ/mol. The SMILES is COCCNC(=S)N(CCc1c(C)[nH]c2ccc(C)cc12)Cc1ccco1. As for the HOMO energy: -7.7 eV.

Atomic partial charges in e from the Mulliken method, atoms 1 to 2: -0.7093, -0.3641

[6]
The following is a quantum chemistry calculation of 2 unconnected molecules or ions with the total composition C21H27N3O3S in a non-equilibrium geometry, from the OMol25 dataset.

```
! wB97M-V def2-TZVPD RIJCOSX def2/J DEFGRID3
* xyz 0 1
C -3.989 -2.091 -0.795
H -4.145 -1.089 -1.185
H -2.915 -2.256 -1.336
H -4.733 -2.802 -1.309
C -3.984 -2.392 0.496
N -3.025 -1.560 1.387
C -3.130 -0.164 1.300
C -2.096 0.670 1.974
N -0.786 0.180 1.784
C 0.293 0.953 1.538
O 0.046 2.407 1.494
C 1.523 0.510 1.252
C 2.542 0.329 2.303
C 3.858 0.202 2.315
C 4.276 -0.377 0.929
C 3.341 -0.482 0.115
C 2.117 -0.236 0.181
N 1.145 -0.285 -0.877
S 1.011 -1.673 -1.518
O -0.382 -1.748 -2.025
O 1.029 -2.640 -0.408
C 2.059 -2.141 -2.526
H 2.986 -2.593 -2.093
H 2.443 -1.308 -3.049
H 1.707 -2.769 -3.600
C 1.198 0.818 -1.998
C 0.108 1.668 -1.654
C -1.216 1.700 -1.774
C -2.288 2.451 -1.315
C -1.787 3.714 -0.947
C -0.467 4.179 -0.979
C 0.448 3.095 -1.370
H 1.560 3.404 -1.140
H -0.195 4.923 -0.623
H -2.602 4.424 -0.763
H -3.218 2.445 -1.461
H -1.510 0.551 -2.230
H 2.104 1.264 -1.871
H 0.787 0.327 -2.887
H 3.648 -0.682 -0.870
H 5.396 -0.739 1.095
H 4.375 0.257 3.354
H 2.068 0.861 3.388
C -0.681 -1.421 2.019
H 0.271 -1.553 1.674
C -1.472 -2.006 1.029
H -1.506 -3.132 1.225
H -1.189 -1.865 0.048
H -0.845 -1.472 2.920
H -2.195 1.795 1.986
H -2.343 0.478 3.081
H -4.035 0.341 1.288
H -2.579 0.313 0.008
H -4.901 -1.962 1.156
H -3.763 -3.334 1.038
*
```

Its energy relative to the best compared isomer or geometry (same formula, charge and spin) is 2124.6 kJ/mol. As for the HOMO energy: -7.7 eV.

Atomic partial charges in e from the Mulliken method, atoms 1 to 2: -0.7600, 0.2183

[7]
The following is a quantum chemistry calculation of a single C21H27NO3S molecule, from the OMol25 dataset.

```
! wB97M-V def2-TZVPD RIJCOSX def2/J DEFGRID3
* xyz 0 1
C 2.291 2.231 7.062
O 1.986 2.161 5.695
C 2.857 1.306 4.980
C 2.457 1.309 3.544
C 2.706 2.268 2.610
C 2.127 1.982 1.357
C 1.439 0.804 1.349
C 0.781 0.123 0.204
O 1.245 -0.910 -0.260
N -0.312 0.725 -0.303
C -1.092 1.724 0.389
C -2.313 1.050 1.018
C -3.109 0.288 -0.042
C -2.256 -0.675 -0.895
C -1.827 -1.889 -0.030
O -0.846 -2.710 -0.595
C -3.130 -1.126 -2.081
C -2.523 -2.170 -3.028
C -1.473 -1.619 -3.952
C -1.798 -0.652 -4.896
C -0.833 -0.139 -5.744
C 0.473 -0.590 -5.663
C 0.806 -1.563 -4.736
C -0.162 -2.074 -3.889
C -1.025 0.098 -1.396
S 1.503 0.024 2.889
H 3.306 2.617 7.225
H 1.568 2.912 7.505
H 2.209 1.247 7.540
H 2.803 0.285 5.389
H 3.896 1.663 5.081
H 3.285 3.151 2.812
H 2.224 2.613 0.491
H -0.486 2.211 1.153
H -1.411 2.475 -0.341
H -1.977 0.373 1.805
H -2.949 1.806 1.480
H -3.911 -0.273 0.443
H -3.573 1.016 -0.713
H -2.703 -2.527 0.127
H -1.493 -1.532 0.954
H 0.009 -2.240 -0.569
H -3.409 -0.241 -2.660
H -4.049 -1.545 -1.664
H -2.102 -2.986 -2.443
H -3.339 -2.572 -3.636
H -2.818 -0.303 -4.975
H -1.102 0.613 -6.473
H 1.227 -0.188 -6.325
H 1.821 -1.924 -4.671
H 0.101 -2.831 -3.164
H -0.337 -0.564 -1.920
H -1.345 0.883 -2.089
*
```

Its energy relative to the best compared isomer or geometry (same formula, charge and spin) is 0.0 kJ/mol. The SMILES is COCc1ccc(C(=O)N2CCC[C@@](CO)(CCc3ccccc3)C2)s1. As for the HOMO energy: -8.8 eV.

Atomic partial charges in e from the Mulliken method, atoms 1 to 2: -0.7401, -0.2689

[8]
The following is a quantum chemistry calculation of a molecular structure, C21H28BrN4O2PtSSi, from the OMol25 dataset.

```
! wB97M-V def2-TZVPD RIJCOSX def2/J DEFGRID3
* xyz 1 1
Pt -1.557 -0.678 -0.589
C -4.447 -0.534 2.154
O -3.319 0.101 1.561
C -2.588 0.942 2.326
C -2.876 1.277 3.639
C -2.050 2.164 4.321
Br -2.465 2.611 6.106
C -0.946 2.720 3.719
C -0.642 2.380 2.398
C -1.460 1.491 1.704
O -1.180 1.149 0.412
C 0.526 2.919 1.709
N 0.801 2.612 0.459
C 1.971 3.280 0.136
C 2.701 3.314 -1.049
C 3.846 4.083 -1.068
C 4.263 4.807 0.060
C 3.547 4.784 1.240
C 2.395 4.007 1.252
N 1.452 3.755 2.236
H -4.147 -1.137 3.014
H -4.862 -1.178 1.385
H -5.194 0.201 2.457
H -3.739 0.864 4.138
H -0.328 3.411 4.274
H -0.303 1.670 0.135
H 2.375 2.761 -1.920
H 4.438 4.136 -1.972
H 5.166 5.398 0.002
H 3.870 5.345 2.107
H 1.456 4.124 3.171
C 1.078 -2.945 -0.413
Si -0.113 -1.966 0.654
C -1.166 -3.108 1.692
C 0.892 -0.852 1.773
H 1.741 -3.515 0.245
H 1.706 -2.294 -1.026
H 0.565 -3.655 -1.062
H -0.535 -3.684 2.374
H -1.729 -3.808 1.074
H -1.877 -2.538 2.294
H 1.587 -1.481 2.338
H 0.270 -0.321 2.495
H 1.482 -0.122 1.216
S -2.186 -2.449 -1.802
C -1.076 -2.579 -3.122
N -0.091 -1.714 -3.305
C 0.880 -1.805 -4.392
C 1.021 -3.256 -4.820
C -0.352 -3.837 -5.111
N -1.227 -3.597 -3.964
H -0.034 -0.983 -2.606
H 1.828 -1.411 -4.029
H 0.555 -1.183 -5.229
H 1.501 -3.828 -4.024
H 1.647 -3.323 -5.707
H -0.295 -4.913 -5.267
H -0.784 -3.387 -6.007
H -1.993 -4.225 -3.784
*
```

Its energy relative to the best compared isomer or geometry (same formula, charge and spin) is 0.0 kJ/mol. As for the HOMO energy: -10.8 eV.

Atomic partial charges in e from the Mulliken method, atoms 1 to 2: 0.7812, -1.1013

Look up the energy relative to the best compared isomer or geometry (same formula, charge and spin) of the fourth one.
0.0 kJ/mol